The following is a quantum chemistry calculation of a cluster of 2 separate species, C3H10NO2 in total at a distorted geometry, from the OMol25 dataset.

The net charge is +1. Its gap between HOMO and LUMO is 11.210 eV. The multiplicity is 1.

The geometry in XYZ format:
```
16
Properties=species:S:1:pos:R:3:forces:R:3:lowdin_charge:R:1
H 1.9590 0.2175 2.0959 0.5088 1.3126 0.4208 0.080
C 1.6090 -0.5134 1.4199 1.5783 -0.9278 -1.5427 -0.003
H 0.4941 -1.4898 -2.3250 -0.8805 -1.2203 3.0822 0.181
H 2.5120 -0.8656 0.7986 -1.3219 -0.1437 1.5285 0.141
H -0.1496 1.5277 1.6869 0.0126 0.3594 0.0480 0.134
C -0.4225 0.7859 0.9516 -1.8038 -1.2566 0.3378 -0.108
H 1.1453 -1.2139 2.1190 -0.3412 -0.4694 -1.0350 0.112
H 0.6574 -2.4785 -1.0612 2.3169 -3.6601 0.7965 0.012
H -1.0331 -0.0282 1.4942 1.0994 1.0187 -0.4464 0.175
H -2.4208 1.5473 0.3905 0.8090 0.0038 -1.0877 0.156
O -1.2802 0.8719 -1.2675 -0.5121 0.8724 1.3771 0.078
O 0.1989 -1.7656 -1.3551 -1.5227 4.4499 -4.0506 -0.007
C -1.4597 1.1848 -0.1089 0.1738 -0.7922 -0.1187 -0.192
N 0.7599 0.1336 0.3583 -0.3965 0.2404 2.3952 -0.023
H 0.3883 -0.5804 -0.3293 0.7777 0.2102 -0.6493 0.083
H 1.4179 0.8349 0.0271 -0.4978 0.0027 -1.0557 0.181
```
Forces are in eV/Å.

***

The following is a quantum chemistry calculation of an isolated molecule of C3H8N2S at a distorted geometry, from the OMol25 dataset.

Its structure (SMILES) is [H]/N=C/CCNS. Its gap between HOMO and LUMO is 9.384 eV. The multiplicity is 1.

The geometry in XYZ format:
```
14
Properties=species:S:1:pos:R:3:forces:R:3:lowdin_charge:R:1
H 1.3096 1.2482 -0.2850 -0.1507 -0.3639 0.1946 0.110
C 0.4529 -1.5022 -0.8252 0.3193 0.3303 -0.9164 -0.301
N -0.2971 1.6770 0.9378 1.1623 0.8792 -0.7988 -0.536
H -2.2869 2.1733 0.2924 -0.9958 0.8198 -0.6703 -0.148
S -1.8674 1.3567 1.2148 -1.6306 -0.1125 1.3179 0.773
H 0.2319 -1.0639 -1.8770 -0.0888 -0.8610 1.5231 0.138
C 0.2638 0.9162 -0.1682 2.4155 -1.8998 2.8713 -0.264
C 0.1390 -0.6551 0.3185 -1.8713 2.1766 0.2998 -0.215
H -0.9416 -0.5935 0.6748 0.6994 -0.7912 -1.5287 0.033
H 0.2576 1.9751 1.7401 -0.0713 -0.3575 -0.8152 0.084
N 1.1462 -2.5444 -0.6552 -0.6096 0.1322 0.9795 0.086
H -0.1369 1.0591 -1.1690 -0.9095 0.0911 0.3211 0.096
H 0.4848 -1.0431 1.3174 1.0983 0.8719 -1.1933 0.128
H 1.2442 -3.0035 -1.5161 0.6329 -0.9153 -1.5847 0.014
```
Forces are in eV/Å.

***

The following is a quantum chemistry calculation of a structure of composition C4H5NS at a distorted geometry, from the OMol25 dataset.

Its gap between HOMO and LUMO (alpha / beta) is 7.490 / 7.490 eV. The multiplicity is 1.

The geometry in XYZ format:
```
11
Properties=species:S:1:pos:R:3:forces:R:3:lowdin_charge:R:1
H -0.4457 -1.3761 -1.8101 0.7009 -0.1380 -0.9055 0.069
C 1.6188 -1.0872 0.7298 1.2511 -0.7903 1.7225 -0.002
H -0.9070 0.0958 -1.0666 2.5902 -0.3520 -0.1504 -0.017
C 0.0316 -0.6135 -1.2005 -2.4641 -1.6699 -0.2082 -0.015
H 1.3590 -1.5957 1.6286 -0.6453 -0.4512 0.6155 0.052
C -1.9168 1.0193 -0.6274 -3.4239 -1.0820 1.6667 -0.038
H 2.6436 -0.7672 0.8347 0.1505 0.3645 -0.9136 0.064
C 0.7922 -1.0485 -0.2457 -0.0192 2.0548 -0.7932 -0.174
H -1.8191 2.0325 -0.5143 1.1865 2.4956 -0.4119 0.089
N -2.7766 0.4225 -0.0500 -0.3497 -2.1321 0.2030 -0.563
S -3.6327 -0.8214 0.6133 1.0229 1.7005 -0.8247 0.535
```
Forces are in eV/Å.

***

The following is a quantum chemistry calculation of a cluster of 2 separate species, C4H9NO in total at a distorted geometry, from the OMol25 dataset.

As for the expectation value of S²: 0.78. The net charge is +1. Its gap between HOMO and LUMO (alpha / beta) is 9.262 / 7.694 eV. The multiplicity is 2.

The geometry in XYZ format:
```
15
Properties=species:S:1:pos:R:3:forces:R:3:lowdin_charge:R:1
C 1.5596 0.8631 1.4949 0.4435 -0.0801 0.1448 0.140
H 1.9910 -0.3895 -0.2092 0.3619 0.2387 0.3949 0.119
H -2.3284 0.8518 -1.5493 -0.0463 -0.4581 0.2175 0.157
H -3.0470 1.3675 -0.0553 -0.0268 0.2931 -0.2854 0.150
O 0.2422 -3.2008 -1.0814 -0.0075 0.1444 -0.2702 -0.045
C -1.0917 0.9941 0.0717 0.6436 0.5149 0.3403 -0.090
N -2.2308 1.0466 -0.5584 -0.4048 0.1842 -0.1309 0.213
H 2.5473 0.7657 1.9254 -0.0638 0.0278 0.1093 0.091
H -0.0292 -0.2290 -1.3080 -0.0344 0.1327 0.1038 0.125
H 0.0575 -2.5635 -0.3878 0.1728 -0.1107 0.1625 0.007
H 0.8382 1.4570 2.0439 0.0726 -0.0178 -0.0984 0.081
C 0.0464 0.3322 -0.3759 0.5107 -0.4430 -0.4245 -0.024
H 1.1761 -3.1144 -1.3110 -0.1483 -0.0530 0.1503 0.044
C 1.2874 0.2479 0.3165 -1.1174 -0.0456 -0.7668 -0.107
H -1.0185 1.5714 0.9838 -0.3558 -0.3275 0.3528 0.141
```
Forces are in eV/Å.

***

The following is a quantum chemistry calculation of the ion C3H6Cl4N2OP with charge +1 at a distorted geometry, from the OMol25 dataset.

As for the expectation value of S²: 2.01. The net charge is +1. Its gap between HOMO and LUMO (alpha / beta) is 5.477 / 5.337 eV. The multiplicity is 3.

The geometry in XYZ format:
```
17
Properties=species:S:1:pos:R:3:forces:R:3:lowdin_charge:R:1
Cl 2.9479 0.7040 -1.8075 0.5490 0.0630 -1.6889 0.396
C -1.6618 0.2133 -0.7741 0.0918 1.3755 2.8497 -0.100
H -2.1916 -0.5518 -1.2656 -0.5678 -0.9824 -0.5180 0.110
N 0.2802 -1.2912 -0.2632 2.5165 -5.7534 1.9299 0.147
H -1.7739 1.1915 -1.2493 0.9557 -0.4893 -0.8277 0.115
O 0.5961 0.8568 -0.2190 -2.9245 -1.6563 -0.4953 -0.175
H 1.7000 -2.0974 0.7559 1.0871 -1.6926 0.7129 0.110
Cl 2.5461 1.7027 1.2755 0.2975 2.4444 1.8569 0.347
Cl 4.1954 -0.7499 0.8214 -0.0789 -0.4757 -0.5170 0.257
H -2.6788 -0.0916 1.2334 -0.0255 -0.3234 0.2517 0.067
C -0.2492 -0.0955 -0.3510 0.0019 5.0353 -2.3193 -0.390
Cl -3.7635 1.7265 0.1941 0.9523 -0.5213 0.4006 0.594
C -2.3199 0.7003 0.6019 -0.2326 0.1791 -1.0359 -0.516
P 2.4671 0.1446 0.0286 3.3267 1.9645 1.2555 -0.246
N 1.6477 -1.3956 0.0623 -5.6832 -1.6972 -1.4057 -0.050
H -1.5135 1.2731 1.0816 -0.8103 0.2099 0.1589 0.083
H -0.2282 -2.2397 -0.1251 0.5445 2.3200 -0.6083 0.249
```
Forces are in eV/Å.

***

The following is a quantum chemistry calculation of a structure of composition C20H28F3FeO5S at a distorted geometry, from the OMol25 dataset.

As for the expectation value of S²: 6.02. The net charge is -1. Its gap between HOMO and LUMO (alpha / beta) is 5.529 / 6.253 eV. The multiplicity is 5.

The geometry in XYZ format:
```
58
Properties=species:S:1:pos:R:3:forces:R:3:lowdin_charge:R:1
O 4.0271 -0.6468 -1.1654 2.5501 -0.4145 -1.0104 -0.200
C 1.6923 0.4562 2.0995 0.2095 -0.0659 0.2984 -0.016
C 5.0181 -1.2646 -0.2912 -0.3968 -0.1646 0.3134 -0.183
C -3.9853 2.0119 1.7487 0.9358 0.2955 0.4598 -0.173
F -3.2638 3.6326 -3.6577 0.6507 0.0690 0.4125 0.110
C -4.4918 -0.8854 -0.4877 0.3992 -1.3492 0.3822 -0.180
Fe -2.9337 0.5155 0.3733 -0.7070 -0.6306 2.3311 0.597
H 4.6730 -2.2782 -0.0194 -0.0923 0.4190 -0.1279 0.119
C 0.9797 -0.6449 1.3485 -0.0318 -0.1764 -0.5907 -0.570
H 0.9792 0.2748 -1.3669 -0.1277 -0.1333 -0.1614 0.120
H -5.3392 -0.5599 -1.0855 0.4044 0.1770 0.1842 0.102
C -2.4881 -1.8889 0.1261 -0.7996 0.1419 -0.1760 -0.164
C -3.4017 1.0758 2.6622 0.3947 1.2712 0.0926 -0.196
H 4.0274 -0.6873 -3.2495 0.0716 0.1262 0.3113 0.120
C 4.6699 -0.3423 -2.4272 0.0176 0.4037 0.0896 -0.173
H 4.7821 0.7522 -2.5009 -0.1570 -0.2690 -0.0097 0.117
H -0.6842 2.5157 1.3060 -0.2050 -0.3364 -0.1854 0.095
C -2.4378 3.1911 -2.6853 -0.0582 -0.3463 0.3730 -0.609
H -3.9405 0.4835 3.3986 0.1177 -0.0515 -0.4059 0.094
O 0.0318 -0.0092 0.4800 -0.6148 0.0326 -0.4259 -0.130
H 2.0149 1.2214 1.3831 -0.0066 -0.1252 0.1984 0.095
H 1.7795 -2.2899 0.0332 0.2322 0.0337 0.0887 0.118
C 0.6383 -0.5374 -0.7205 -0.1128 0.1197 0.6772 -0.135
H -5.3381 -0.8566 1.5905 0.3775 0.1859 -0.1610 0.098
H -2.9753 -1.9865 2.3177 -0.0131 0.3689 -0.3766 0.096
C -3.2308 -1.3796 -0.9871 -0.8823 -1.1132 0.8324 -0.187
C -1.6732 2.1417 1.5504 -0.8996 0.5188 0.9707 -0.166
H 7.0789 -0.6187 -0.5923 -0.1024 -0.1280 0.0077 0.104
H -0.4132 -1.2666 2.8823 0.1728 -0.1480 -0.2089 0.069
H -0.0499 -2.5213 1.6661 0.0522 0.2217 0.1416 0.075
F -2.4285 4.0960 -1.6747 0.1328 -0.4195 -1.0652 0.103
H -0.0455 -1.2137 -1.2373 0.0060 0.1552 -0.1492 0.107
C 0.3754 -1.6941 2.2472 -0.1585 -0.1483 0.4920 -0.020
H 6.8131 -0.3431 -2.9017 -0.1052 -0.0532 -0.0498 0.103
C -2.9093 2.6754 1.0519 0.2021 -0.3167 1.8539 -0.197
H 6.8186 -2.3435 -0.9045 -0.0300 0.1385 0.0154 0.104
H -1.2625 0.6776 3.2072 -0.1823 -0.0957 -0.3755 0.073
C -3.2456 -1.6549 1.3121 -0.5203 -0.5338 -0.6244 -0.179
H 6.0350 -1.9255 -3.0660 -0.0473 0.1767 -0.0059 0.104
H 2.6726 -0.6963 0.0166 -0.4075 -0.5413 0.0803 0.064
H 1.1632 -2.0967 2.9038 -0.1714 0.0149 -0.1419 0.086
O -1.9092 1.1291 -1.1433 -0.3750 1.3831 -3.2860 -0.367
C -1.9791 1.1666 2.5526 -0.5366 0.8842 -0.3059 -0.164
C 6.3770 -1.3499 -1.0052 -0.2344 0.5043 -0.1457 -0.163
C -4.4938 -1.0569 0.9339 0.1896 -0.9796 -0.7545 -0.192
C 1.7233 -1.2044 0.1194 0.1834 0.3519 0.6056 -0.079
H -3.0159 3.5320 0.4054 -0.0095 -0.3602 -0.1366 0.082
F -1.1824 3.0668 -3.1708 -0.7416 0.4504 0.0847 0.111
H -5.0409 2.2535 1.6534 0.2525 -0.2559 -0.1291 0.098
O -4.2520 1.8154 -1.3295 1.0264 0.0840 -1.3946 -0.302
H 2.5647 0.0585 2.6343 -0.0677 0.1263 0.0049 0.081
H 5.0902 -0.6773 0.6409 -0.1255 -0.1625 -0.3655 0.120
H -2.9675 -1.5097 -2.0330 0.0224 0.3430 0.3098 0.093
H -1.5689 -2.4681 0.0592 -0.1304 0.4730 0.0448 0.080
H 1.0024 0.9146 2.8224 0.2109 -0.0418 -0.1666 0.078
C 6.0594 -1.0053 -2.4734 -0.2748 -0.4226 0.1971 -0.163
S -3.0270 1.5324 -2.0854 0.6156 -0.2142 1.1010 0.572
O -3.1124 0.7133 -3.2652 -0.1029 0.5271 -0.0180 -0.279
```
Forces are in eV/Å.

***

multiplicity of number 2 (C3H8N2S)? 1

***

Which of these has the highest multiplicity? C20H28F3FeO5S

***

multiplicity of number 3 (C4H5NS)? 1